(1)
117
Properties=species:S:1:pos:R:3 method="wB97M-V/def2-TZVPD" charge=+2 e_homo_ev="-12.6 / -13.0" gap_ev="6.985 / 5.395" de_lowest_kj_mol=0.0 lumo_energy_ev="-5.60 / -7.58" multiplicity=4 s_squared=3.777
W -0.18879 -0.37267 -0.18250
O 1.83227 -3.13218 2.14306
C 1.28275 -2.12480 1.78566
N 1.48374 -1.43054 0.59125
C 2.46718 -1.87640 -0.27591
O 3.47583 -2.46315 0.02446
C 2.19218 -1.53345 -1.71378
C 3.02587 -2.03812 -2.69109
C 2.74650 -1.76948 -4.01836
C 1.63948 -0.99329 -4.31466
C 0.85740 -0.51860 -3.28085
N 1.12056 -0.77991 -1.99325
C 0.23595 -1.45441 2.61750
C -0.11146 -1.94659 3.85491
C -0.99155 -1.19621 4.61978
C -1.48343 -0.00467 4.10549
C -1.14768 0.36628 2.81776
N -0.30985 -0.36089 2.07542
H 3.87091 -2.63748 -2.38134
H 3.37961 -2.15882 -4.80475
H 1.37016 -0.75597 -5.33449
H -0.01677 0.07526 -3.49635
H 0.33574 -2.86859 4.19861
H -1.28203 -1.52558 5.60889
H -2.15500 0.62077 4.67792
H -1.57510 1.24521 2.35594
N -0.86706 4.09570 -3.43046
C -1.31045 2.85534 -3.14008
C -0.81043 2.13573 -2.03230
N -1.27390 0.93742 -1.72245
C -2.24695 0.42189 -2.49994
C -2.67595 1.11132 -3.61713
N -2.21936 2.31250 -3.94869
H -0.25536 4.59725 -2.81412
H -1.29500 4.59387 -4.19299
H -0.03793 2.55704 -1.40631
H -2.66622 -0.52508 -2.20054
H -3.42919 0.68006 -4.26613
C 4.38225 3.53252 -0.40131
Si 3.34431 2.10373 -1.02794
C 4.47538 0.65999 -1.42601
C 2.52039 2.71216 -2.60622
Ge 1.51157 1.61013 0.58678
Si 0.43173 3.57695 1.64831
C 0.25963 3.51969 3.50913
C 1.44287 5.06713 1.13696
C -1.27267 3.75962 0.89915
Si 3.20009 1.40762 2.48535
C 2.34516 0.55765 3.91707
C 3.83519 3.08097 2.99666
C 4.62235 0.33261 1.94542
H 4.67714 4.12079 -1.27629
H 5.29723 3.17606 0.07577
H 3.87818 4.20745 0.28448
H 4.44645 0.47695 -2.50279
H 4.28434 -0.27886 -0.91490
H 5.49773 0.95375 -1.17588
H 3.31161 2.80012 -3.35870
H 2.10399 3.71383 -2.47121
H 1.74759 2.06366 -3.01334
H 1.11931 3.14368 4.05887
H -0.62018 2.95126 3.81435
H 0.09613 4.55454 3.82889
H 2.40910 5.14337 1.63335
H 0.84907 5.93952 1.43434
H 1.59626 5.13111 0.05826
H -1.77746 2.81033 0.73380
H -1.23949 4.29363 -0.05468
H -1.89936 4.34815 1.57682
H 1.29330 0.79160 4.05900
H 2.87774 0.87201 4.82178
H 2.46943 -0.52280 3.83262
H 3.08400 3.74007 3.42921
H 4.35278 3.60830 2.19751
H 4.57484 2.87786 3.78043
H 4.33203 -0.59754 1.45608
H 5.14090 0.05507 2.87096
H 5.33914 0.86253 1.31753
O -7.16093 2.75411 3.65632
C -6.14415 3.13958 2.86681
O -5.88899 4.29796 2.70995
C -5.33035 2.05864 2.21352
C -4.72410 2.36056 1.00119
C -3.88971 1.44438 0.38408
C -3.60181 0.22586 0.99532
S -2.53853 -1.01717 0.30414
C -4.24004 -0.08758 2.19686
C -5.10439 0.81590 2.79607
H -7.34077 1.80990 3.56879
H -4.91231 3.32794 0.55340
H -3.45868 1.69410 -0.57408
H -4.04367 -1.04379 2.66599
H -5.56264 0.55507 3.74370
O -0.57061 -2.48862 -0.73832
S -1.00798 -3.14308 -2.06224
C 0.20235 -4.42956 -2.27005
C 0.22381 -5.09531 -3.48949
C 1.17828 -6.07722 -3.69379
C 2.09570 -6.37517 -2.69061
C 2.05881 -5.69945 -1.47963
C 1.10378 -4.71535 -1.25762
C -2.46383 -4.05640 -1.67002
C -3.60963 -3.74750 -2.38961
C -4.79202 -4.40473 -2.08358
C -4.80923 -5.34478 -1.06387
C -3.65204 -5.64203 -0.34750
C -2.46589 -5.00044 -0.65009
H -0.49522 -4.85610 -4.26532
H 1.20822 -6.61060 -4.63442
H 2.83882 -7.14437 -2.85452
H 2.76771 -5.93703 -0.69739
H 1.05690 -4.20183 -0.30701
H -3.57325 -3.01138 -3.18471
H -5.69452 -4.18480 -2.63729
H -5.73102 -5.85800 -0.82375
H -3.68057 -6.38354 0.43939
H -1.55424 -5.22415 -0.10843

***

(2)
101
Properties=species:S:1:pos:R:3 method="wB97M-V/def2-TZVPD" charge=+2 e_homo_ev="-11.6 / -11.6" gap_ev="5.597 / 5.964" de_lowest_kj_mol=16.2 lumo_energy_ev="-6.05 / -5.68" multiplicity=3 s_squared=2.013
V -1.90498 -0.14948 1.48660
C -1.26237 4.88949 3.88144
N -1.40723 3.43729 3.71677
C -1.49313 2.74197 2.59210
N -1.33772 1.44597 2.85292
C -1.15461 1.42752 4.20698
N -1.18810 2.60897 4.76009
C 0.20210 5.22237 4.05056
C 0.68972 5.93812 5.13340
C 2.06216 6.09283 5.30375
C 2.95912 5.48986 4.43664
C 2.46904 4.77839 3.34792
C 1.10058 4.68618 3.14281
C 3.26969 3.91381 2.47333
N 3.09647 3.68944 1.22028
N 3.79341 2.51601 0.93314
C 4.31566 2.12377 2.03897
O 4.06511 2.98041 3.06142
C 4.80925 0.78141 2.36260
C 5.81322 0.51009 3.28491
C 6.05705 -0.80454 3.64949
C 5.27138 -1.83804 3.14874
C 4.26540 -1.56340 2.23441
C 3.28651 -2.60879 1.75802
N 1.92295 -2.19403 2.11358
C 1.00375 -1.63242 1.33739
N -0.03121 -1.24294 2.07728
C 0.33871 -1.62045 3.33606
N 1.51428 -2.18418 3.39644
C 4.06684 -0.25698 1.81977
H -1.85764 5.18118 4.74292
H -1.69229 5.35033 2.99164
H -1.68190 3.18194 1.62602
H -0.98500 0.53233 4.78040
H 0.00875 6.35801 5.86324
H 2.43333 6.65525 6.14947
H 4.02317 5.56618 4.61638
H 0.75420 4.11757 2.28842
H 6.39130 1.31342 3.72179
H 6.84205 -1.02680 4.35905
H 5.43371 -2.85276 3.49030
H 3.46549 -3.58452 2.20353
H 3.29695 -2.71989 0.67319
H 1.10951 -1.52834 0.26969
H -0.28428 -1.50029 4.20497
H 3.28023 -0.01418 1.11412
C 0.12042 -0.38227 -12.08753
O -0.87559 -1.05324 -11.32364
C -0.85153 -0.91899 -9.98813
C 0.08586 -0.16138 -9.28838
C 0.00540 -0.09684 -7.90603
C -0.98942 -0.77026 -7.20739
C -1.92220 -1.53032 -7.92369
C -1.85513 -1.60436 -9.29329
C -1.09925 -0.71140 -5.75492
N -1.97209 -1.38486 -5.03053
C -1.72492 -1.02242 -3.74257
C -0.68730 -0.11670 -3.66576
N -0.29309 0.07238 -4.96703
C -0.23477 0.43493 -2.43558
C 0.81043 1.36041 -2.27843
C 1.14507 1.81752 -1.02665
C 0.41895 1.36016 0.07276
N -0.57915 0.49152 -0.04499
C -0.90515 0.00958 -1.27185
C -1.97118 -0.96610 -1.33544
N -2.53829 -1.34690 -0.16335
C -3.54526 -2.20262 -0.19108
C -4.03583 -2.75288 -1.37956
C -3.45984 -2.39414 -2.57095
C -2.39865 -1.47455 -2.56453
H -0.08482 -0.62878 -13.12394
H 1.11921 -0.73336 -11.82111
H 0.05431 0.69883 -11.95073
H 0.87143 0.37261 -9.80050
H 0.75555 0.49409 -7.39248
H -2.69896 -2.05779 -7.38819
H -2.56860 -2.18509 -9.86136
H 0.42101 0.69065 -5.30956
H 1.36146 1.71460 -3.14066
H 1.95400 2.51494 -0.86677
H 0.65005 1.69989 1.07527
H -3.98203 -2.46169 0.76398
H -4.85974 -3.45034 -1.33683
H -3.80401 -2.79196 -3.51658
N -3.89033 -2.20416 4.60613
C -3.47959 -1.15969 3.87642
N -2.64462 -1.51523 2.91730
C -2.52524 -2.90819 3.01425
C -1.79369 -3.81777 2.24776
C -1.87725 -5.14794 2.60067
C -2.66030 -5.57617 3.68642
C -3.38834 -4.68849 4.44801
C -3.30365 -3.34814 4.08290
H -4.53808 -2.14848 5.37589
H -3.82773 -0.15262 4.04616
H -1.19709 -3.49453 1.40681
H -1.32934 -5.88407 2.02835
H -2.69326 -6.62998 3.92595
H -3.99351 -5.02228 5.27949
Cl -3.82495 0.95682 1.24255

***

(3)
5
Properties=species:S:1:pos:R:3 method="wB97M-V/def2-TZVPD" e_homo_ev="-8.2 / -9.2" gap_ev="8.159 / 6.588" de_lowest_kj_mol=61.2 lumo_energy_ev="-0.02 / -2.61" multiplicity=3 s_squared=2.011
P -1.55675 0.36135 -0.22747
S 2.63410 -1.50441 -0.19162
Br 1.26185 -0.03943 -0.80721
H -1.38702 1.56638 0.43822
H -0.95217 -0.38389 0.78808

***

(4)
46
Properties=species:S:1:pos:R:3 method="wB97M-V/def2-TZVPD" e_homo_ev=-8.8 gap_ev=9.125 de_lowest_kj_mol=52.0 lumo_energy_ev=0.28 smiles="CCN[C@]1(COCC)C(=O)OC[C@@H]1P(=O)(O)O.O=S1(=O)OCCO1"
C 4.64919 -1.81822 1.62961
C 3.42662 -0.94863 1.33618
N 2.40868 -1.81694 0.76223
C 1.11742 -1.19420 0.35476
C 0.02687 -1.99733 1.07068
O -1.10646 -2.15859 0.22466
C -2.29982 -2.25063 0.97645
C -3.46467 -2.06513 0.01266
C 1.15105 -1.40033 -1.18858
O 0.88703 -2.33795 -1.79476
O 1.56466 -0.24902 -1.77753
C 1.72172 0.83607 -0.85491
C 0.95700 0.30871 0.35590
P 0.96299 1.25215 1.90604
O 0.62342 0.45845 3.07451
O 2.38716 1.93743 2.13790
O -0.12968 2.41716 1.73657
H 4.40215 -2.57880 2.36311
H 4.96553 -2.35196 0.73310
H 5.48865 -1.22633 1.98508
H 3.07769 -0.61436 2.30683
H 3.74757 -0.12225 0.69932
H 2.78039 -2.42035 0.04118
H -0.21714 -1.54994 2.03447
H 0.46406 -2.97521 1.26060
H -2.37576 -1.46129 1.72781
H -2.39803 -3.21478 1.48450
H -3.47529 -2.83823 -0.74760
H -3.41611 -1.06882 -0.41609
H -4.37666 -2.11855 0.60837
H 2.74356 1.13635 -0.64855
H 1.21197 1.65024 -1.36126
H -0.08695 0.43233 0.04835
H 2.41637 2.17920 3.07779
H -0.74526 2.09843 1.04731
O -2.11216 1.49173 -0.17443
S -2.48935 2.67666 -0.87662
O -2.69917 3.90349 -0.21514
O -3.76420 2.33066 -1.77491
C -3.47993 2.59784 -3.15642
C -1.98784 2.38275 -3.28873
O -1.44294 2.90702 -2.06760
H -3.75657 3.63228 -3.36854
H -4.05329 1.93119 -3.79472
H -1.56320 2.89774 -4.14565
H -1.74127 1.31995 -3.34395